[1]
Here is a 2-piece molecular cluster, C29H37F15I3NO11PS overall in a non-equilibrium geometry from the Open Molecules 2025 dataset. Energies are from the ωB97M-V functional and the def2-TZVPD basis.

Geometry (Å):
C -0.20297 -4.26579 3.09340
C -0.34994 -2.85874 2.89264
C -0.36190 -1.22211 2.49241
C -1.80405 -0.99046 3.30868
P -2.64965 0.62311 3.42801
O -2.25776 1.61269 4.64294
O -4.34598 0.22399 3.84263
O -2.83592 1.66260 2.06079
C 0.95667 -0.46610 3.19486
I 0.73512 0.09812 5.35583
C 2.43517 -1.05493 3.17138
C 2.83826 -2.46794 3.82228
O 2.08934 -2.99009 4.95434
N 0.86976 0.82972 2.34322
C 1.58640 2.12197 2.79289
C 2.60380 2.71199 1.59569
O 3.11118 4.06114 1.88718
C 3.15834 4.92121 0.69711
C 4.62099 4.87307 -0.10583
F 5.30898 3.54166 0.06336
F 4.24550 4.91913 -1.56887
C 5.58716 6.15827 0.20615
F 5.82911 6.31662 1.68903
F 4.78720 7.38387 -0.16987
C 6.96409 6.23607 -0.67543
F 6.77434 6.30372 -2.14325
F 7.62772 7.53812 -0.29029
C 8.06716 5.06605 -0.36629
F 7.96125 4.42996 0.96630
F 8.08901 4.09021 -1.50704
C 0.12130 0.76106 1.15878
O -0.26841 1.66835 0.12913
C -0.54680 3.04335 0.44200
C -1.86271 3.68917 -0.29562
C -2.40733 4.91622 0.67771
O -1.42462 4.17619 -1.62143
C -0.30219 -0.84132 0.87880
C 0.86528 -1.30401 -0.12480
I 1.80614 -3.30312 0.19101
C 2.11729 -0.34034 -0.50080
C 1.88987 0.57853 -1.88267
I 3.76813 -1.69457 -1.20932
S -1.84853 -1.16201 -0.18238
O -3.19502 -0.82800 0.47895
O -1.87026 -0.29203 -1.50337
C -2.01456 -2.94711 -0.77539
F -1.54057 -3.96589 0.18713
F -1.30173 -3.20337 -2.08365
C -3.59648 -3.38466 -1.10539
F -3.45664 -4.49561 -2.12429
F -4.35681 -2.32230 -1.81492
C -4.37288 -4.07002 0.15918
F -5.85053 -3.90381 -0.09884
F -4.11354 -5.53558 0.24549
F -4.12184 -3.47049 1.48291
H 0.00536 -5.33666 3.54871
H -1.67114 -1.46063 4.40115
H -2.53411 -1.78686 2.79172
H -4.73266 -0.07325 2.94554
H -3.78291 1.58354 1.68282
H 2.84209 -1.09832 2.04827
H 3.14842 -0.23964 3.68195
H 2.90005 -3.36088 3.03025
H 3.97015 -2.36495 4.19663
H 2.30535 -2.49338 5.80455
H 2.37505 1.91613 3.66623
H 0.85176 2.95961 3.14277
H 3.55819 1.99542 1.66156
H 2.18234 2.55505 0.51723
H 2.30787 4.71191 -0.07683
H 2.99563 6.04172 1.07348
H 9.13226 5.59572 -0.39582
H 0.36984 3.76123 0.19866
H -0.72840 3.17782 1.61392
H -2.64714 2.81642 -0.41646
H -2.88012 4.42692 1.64147
H -1.45718 5.54634 1.02000
H -3.15177 5.60441 0.08062
H -0.86816 5.01684 -1.50792
H 0.36888 -1.50312 -1.19994
H 2.65538 0.23028 0.35214
H 1.76148 1.72193 -1.56626
H 2.80709 0.54331 -2.60820
H 0.86508 0.27622 -2.37573
O -4.12183 -6.67103 -8.42250
C -4.40517 -6.15305 -7.34427
O -3.63816 -6.38792 -6.25531
C -3.77794 -5.70471 -4.99517
C -4.85730 -6.34928 -4.14727
C -5.64720 -5.32840 -7.19631
H -3.94121 -4.63351 -5.14602
H -2.81571 -5.80133 -4.48270
H -5.83706 -6.29253 -4.62908
H -4.92388 -5.86033 -3.17134
H -4.64111 -7.41201 -3.99618
H -6.50503 -5.99233 -7.05873
H -5.78520 -4.74221 -8.11084
H -5.60679 -4.61033 -6.37929

The frontier orbital gap is 0.1949 Eh. The total charge is +1. The calculation puts the electronic energy at -139841.6306 eV. For the HOMO energy, the calculation gives -10.41 eV. The calculation puts the LUMO energy at -5.11 eV.

Mulliken atomic charge list, values in e, 2 entries: atom 1 (C): -1.34, atom 2 (C): -0.46

[2]
Here is C55H57MoN6O5S as an isolated structure in a non-equilibrium geometry from the Open Molecules 2025 dataset. Energies are from the ωB97M-V functional and the def2-TZVPD basis.

Geometry (Å):
Mo 0.06602 -0.06659 0.06559
O -0.85627 0.87993 -3.07841
C 0.22361 1.15406 -3.94205
C 1.59983 0.96022 -3.31538
N 1.75984 1.54086 -1.98686
C 1.25485 2.88295 -1.78857
C 0.01187 2.94051 -0.89073
O -0.60448 3.98537 -0.80445
O -0.26684 1.87290 -0.21403
C 3.09986 1.30350 -1.48490
C 3.16275 -0.00898 -0.70004
O 4.20629 -0.66394 -0.67643
O 2.08731 -0.29534 -0.09255
H -0.83161 -0.05174 -2.80926
H 0.09271 2.18803 -4.26469
H 0.17894 0.52110 -4.83800
H 2.34247 1.37799 -4.01838
H 1.80222 -0.11181 -3.21564
H 1.03242 3.40706 -2.71971
H 1.99187 3.48814 -1.25579
H 3.37266 2.08340 -0.77062
H 3.85487 1.28487 -2.27892
C 2.03721 -2.67443 1.73522
C 2.06599 -2.14691 3.16640
C 0.84992 -2.64599 3.95359
C 2.26871 -0.63875 3.30271
C 3.38772 -0.25764 4.04132
C 3.65139 1.06218 4.36156
C 2.78127 2.04300 3.92984
C 1.66856 1.72293 3.15868
C 0.76866 2.85751 2.70699
C -0.01867 3.45078 3.88031
C 1.57969 3.96128 2.01262
C 1.41363 0.37857 2.83393
N 0.23056 0.08898 2.07221
C -0.93969 0.00875 2.76744
C -2.06367 -0.25793 2.00508
N -1.84836 -0.40133 0.67522
C -2.97575 -0.81846 -0.10411
C -3.37532 -2.16409 -0.19160
C -4.41877 -2.46698 -1.06831
C -5.09149 -1.49618 -1.78497
C -4.74232 -0.16842 -1.61304
C -3.69165 0.18910 -0.77823
C -3.39041 1.66582 -0.56633
C -4.48181 2.31725 0.29292
C -3.24673 2.42148 -1.88903
C -2.90051 -3.37628 0.62350
C -3.93378 -3.67665 1.72004
C -1.50944 -3.38505 1.25001
C -3.22589 -0.37798 2.89576
C -4.57121 -0.60438 2.76137
C -5.37717 -0.64476 3.92793
C -4.86735 -0.46870 5.18884
C -3.47937 -0.21808 5.36154
C -2.78358 -0.02719 6.58650
C -1.43039 0.19490 6.57473
C -0.66956 0.24870 5.37828
C -1.31245 0.06257 4.18170
C -2.71471 -0.17188 4.20577
H 2.03705 -3.76709 1.74037
H 2.90511 -2.32953 1.17757
H 1.14825 -2.34462 1.20372
H 2.94584 -2.59177 3.63991
H -0.06963 -2.18499 3.60226
H 0.95372 -2.42236 5.01742
H 0.75380 -3.72803 3.83605
H 4.06071 -1.03009 4.39555
H 4.51945 1.31727 4.95740
H 2.96051 3.07766 4.19758
H 0.04567 2.47468 1.99453
H 0.65440 3.81955 4.65947
H -0.68550 2.71083 4.32400
H -0.62593 4.28666 3.52590
H 2.05610 4.62253 2.74121
H 0.92562 4.56457 1.38247
H 2.36680 3.53213 1.38788
H -4.72324 -3.50412 -1.16900
H -5.89275 -1.77206 -2.45985
H -5.29468 0.60235 -2.13629
H -2.44721 1.75809 -0.03055
H -5.45484 2.24934 -0.20221
H -4.24774 3.37246 0.45029
H -4.55894 1.83927 1.26804
H -4.19961 2.48239 -2.42134
H -2.51364 1.93174 -2.53046
H -2.89138 3.43378 -1.69246
H -2.93080 -4.21934 -0.07461
H -3.93408 -2.88853 2.47404
H -3.68595 -4.61890 2.21473
H -4.94167 -3.75792 1.30869
H -1.40655 -2.61099 2.01136
H -0.73600 -3.26511 0.49968
H -1.35314 -4.35045 1.73917
H -5.02011 -0.76425 1.78883
H -6.43796 -0.83263 3.81220
H -5.51997 -0.52136 6.05263
H -3.32045 -0.07109 7.52700
H -0.91394 0.33047 7.51767
H 0.39714 0.43165 5.42544
N -1.70282 -6.48815 -7.52287
C -1.50241 -5.76747 -6.64899
C -1.25065 -4.86734 -5.56294
C -0.51927 -3.69878 -5.78004
C -0.28254 -2.82945 -4.73585
C -0.76360 -3.10593 -3.45169
C -1.49674 -4.27884 -3.24526
C -1.73605 -5.15112 -4.28628
C -0.48857 -2.21813 -2.37134
C -0.25341 -1.47662 -1.43037
H -0.13757 -3.48906 -6.77029
H 0.29893 -1.93143 -4.89833
H -1.86563 -4.49585 -2.25279
H -2.29892 -6.06017 -4.12098
S 2.22428 -3.86785 -1.93387
C 3.77903 -4.34602 -1.61534
N 4.71202 -3.37260 -1.30062
C 6.00653 -3.63834 -1.10662
C 6.45599 -4.92192 -1.18278
C 5.47165 -5.90163 -1.42385
N 4.20701 -5.64642 -1.63070
H 4.38365 -2.39327 -1.22048
H 6.63923 -2.78608 -0.89653
H 7.49787 -5.17484 -1.06638
H 5.74423 -6.95374 -1.43295

As for the expectation value of S²: 2.1397. The frontier orbital gap (spin up / spin down) is 0.2258 / 0.2276 Eh. Its spin multiplicity is 3. The total charge is -1. The calculation puts the electronic energy at -89833.1258 eV. For the HOMO energy (spin up / spin down), the calculation gives -4.26 / -4.37 eV. The calculation puts the LUMO energy (spin up / spin down) at 1.88 / 1.82 eV.

Mulliken atomic charge list, values in e, 2 entries: atom 1 (Mo): 0.53, atom 2 (O): -0.80

[3]
Here is a 3-piece molecular cluster, C4H13NO3 overall in a non-equilibrium geometry from the Open Molecules 2025 dataset. Energies are from the ωB97M-V functional and the def2-TZVPD basis.

Geometry (Å):
O -1.09484 -2.27529 -0.51888
C -0.32634 -1.33275 -0.89744
C -0.21225 0.00858 -0.22281
C -1.10773 1.23082 -0.80376
C -1.75371 0.88292 -2.16650
N 1.19209 0.30410 0.00616
H 0.34406 -1.58518 -1.78323
H -0.61174 -0.08543 0.78578
H -0.22772 1.94044 -0.85568
H -1.85269 1.57368 -0.07322
H -0.94446 0.97097 -3.00994
H -2.15206 -0.18954 -2.24022
H -2.52193 1.59184 -2.37258
H 1.53051 1.03293 0.61748
H 1.58984 0.55017 -0.84473
H -1.21277 -2.03652 2.43021
H -0.45067 -1.32774 3.77612
O -0.64885 -2.08808 3.21135
H 3.13244 -0.40577 1.84908
H 3.86940 0.73731 1.13187
O 3.45941 0.50252 1.98091

As for the expectation value of S²: 0.7537. Its relative energy (zero: lowest compared OMol25 entry of this formula, charge and spin) is 215.23 kJ/mol. The frontier orbital gap (spin up / spin down) is 0.1172 / 0.2500 Eh. Its spin multiplicity is 2. The total charge is -1. The calculation puts the electronic energy at -11989.0616 eV. For the HOMO energy (spin up / spin down), the calculation gives 0.43 / -3.26 eV. The calculation puts the LUMO energy (spin up / spin down) at 3.62 / 3.54 eV.

Mulliken atomic charge list, values in e, 2 entries: atom 1 (O): -0.71, atom 2 (C): -0.66

[4]
Here is one molecule with the formula BrClOS in a non-equilibrium geometry from the Open Molecules 2025 dataset. Energies are from the ωB97M-V functional and the def2-TZVPD basis.

Geometry (Å):
O 0.32412 1.10185 -0.98122
S -0.34725 0.40750 0.01216
Cl -0.91721 -1.47481 -0.82636
Br 0.94034 -0.03454 1.79542

Its relative energy (zero: lowest compared OMol25 entry of this formula, charge and spin) is 4.09 kJ/mol. The frontier orbital gap is 0.3382 Eh. The total charge is 0. The calculation puts the electronic energy at -95446.9541 eV. For the HOMO energy, the calculation gives -10.50 eV. The calculation puts the LUMO energy at -1.30 eV.

Mulliken atomic charge list, values in e, 2 entries: atom 1 (O): -0.30, atom 2 (S): 0.53

[5]
Here is a 3-piece molecular cluster, C19H39BrIN2O8P2 overall in a non-equilibrium geometry from the Open Molecules 2025 dataset. Energies are from the ωB97M-V functional and the def2-TZVPD basis.

Geometry (Å):
C 0.93921 0.50696 -0.42858
C 0.57916 -0.58393 0.57383
Br 0.54761 -2.31971 -0.26085
C 1.53870 -0.59983 1.79915
C 1.40949 0.70993 2.50077
C 2.32623 1.74065 2.32971
N 2.27141 2.91792 2.91975
N 1.28658 3.25653 3.73142
C 0.37856 2.33857 3.90162
C 0.34329 1.03269 3.36001
I -1.16572 -0.30592 3.78148
H 1.97368 0.42939 -0.77871
H 0.30979 0.38762 -1.31057
H 0.77570 1.51394 -0.03841
H -0.41984 -0.34357 0.93645
H 1.22820 -1.42497 2.43874
H 2.54156 -0.76641 1.40370
H 3.16931 1.56886 1.66736
H 2.99690 3.60685 2.76028
H -0.44702 2.62431 4.54443
O -4.72746 0.68720 0.82368
P -6.10228 0.76668 1.37542
O -6.80406 2.02680 0.63093
C -6.73440 2.12839 -0.79510
C -7.67969 1.15973 -1.48176
O -5.79180 1.41470 2.86201
C -4.51394 1.25574 3.45800
C -3.70032 2.52786 3.29361
O -7.41127 0.02394 1.89447
C -8.47373 0.74367 2.56064
C -9.66903 0.91860 1.65019
H -5.71065 1.96957 -1.13898
H -7.00367 3.15330 -1.04866
H -7.50928 0.13396 -1.14427
H -7.54547 1.19938 -2.56275
H -8.71747 1.40527 -1.25814
H -3.99490 0.39540 3.03604
H -4.66882 1.04992 4.52007
H -3.73366 2.88949 2.26641
H -2.65789 2.36669 3.57749
H -4.10635 3.31976 3.92408
H -8.13610 1.70262 2.94296
H -8.75331 0.12959 3.41617
H -9.50223 1.72898 0.94190
H -10.55498 1.16947 2.23409
H -9.86084 0.01294 1.07506
O 4.57893 -0.67320 -1.62213
P 5.25795 -1.88239 -2.16112
O 6.56617 -1.33281 -2.95392
C 7.43528 -0.39566 -2.31591
C 8.31501 -1.05541 -1.26874
O 4.27121 -2.26766 -3.41407
C 2.90809 -1.84546 -3.42213
C 2.72766 -0.64232 -4.32755
O 5.71188 -3.39765 -1.95762
C 6.26266 -4.17075 -3.04823
C 7.75878 -4.33876 -2.89915
H 6.85837 0.41785 -1.87131
H 8.05434 0.04031 -3.09943
H 7.71593 -1.60772 -0.53950
H 8.90625 -0.30622 -0.74137
H 8.99967 -1.76695 -1.72888
H 2.56734 -1.63315 -2.41289
H 2.30968 -2.67856 -3.79524
H 3.48143 0.11995 -4.13153
H 1.73704 -0.20222 -4.19626
H 2.83579 -0.93480 -5.37261
H 6.01680 -3.73990 -4.01437
H 5.77857 -5.14518 -2.99114
H 8.28383 -3.43762 -3.21315
H 8.11099 -5.15912 -3.52500
H 8.03114 -4.53410 -1.86189

The frontier orbital gap is 0.2576 Eh. The total charge is +1. The calculation puts the electronic energy at -136412.1787 eV. For the HOMO energy, the calculation gives -11.96 eV. The calculation puts the LUMO energy at -4.95 eV.

Mulliken atomic charge list, values in e, 2 entries: atom 1 (C): -1.30, atom 2 (C): 0.26

[6]
Here is C22H35Cl2N11Rb as an isolated structure from the Open Molecules 2025 dataset. Energies are from the ωB97M-V functional and the def2-TZVPD basis.

Geometry (Å):
Rb -0.10478 -0.11774 0.11293
C -3.62932 -1.02104 -1.07677
C -2.57956 -1.53226 -2.06915
N -1.47485 -2.22576 -1.40262
C -1.84577 -3.49105 -0.76064
C -1.33706 -3.59267 0.68081
N -1.61642 -2.38680 1.46108
C -3.04025 -2.15486 1.72788
C -3.48616 -0.73273 1.37739
N -3.02325 -0.31436 0.05403
H -4.21911 -1.85978 -0.70297
H -4.32630 -0.38154 -1.62478
H -2.15380 -0.67998 -2.60684
H -3.08821 -2.16724 -2.80750
H -0.74737 -2.39220 -2.08734
H -1.46284 -4.35225 -1.31493
H -2.93254 -3.58985 -0.76982
H -0.25505 -3.73234 0.66773
H -1.77248 -4.49708 1.12923
H -1.11424 -2.44974 2.33752
H -3.28641 -2.33549 2.77733
H -3.63179 -2.86929 1.15228
H -3.06910 -0.03457 2.10798
H -4.58050 -0.69057 1.47110
H -3.18112 0.68064 -0.04560
Cl 2.29655 -0.19559 1.87735
C 3.17579 -1.48558 1.04051
Cl 2.09162 -2.33855 -0.07243
H 3.54754 -2.18771 1.77622
H 3.95283 -1.01857 0.44885
N 3.55202 0.18962 -4.37518
C 4.48578 1.08276 -3.66615
C 4.75035 0.56632 -2.26007
N 3.57919 0.47214 -1.38797
H 3.43464 0.49812 -5.33433
H 1.84997 0.47426 -3.86222
H 3.94068 -0.74788 -4.42216
H 4.03052 2.07510 -3.61148
H 5.43981 1.18211 -4.19174
H 5.48378 1.21215 -1.77740
H 5.19200 -0.43226 -2.33389
H 2.85919 -0.07872 -1.83733
H 3.19089 1.39400 -1.21750
C 0.26556 4.23512 2.93727
C 0.38876 3.06297 2.20977
N -0.64495 2.45409 1.62727
C -1.84344 3.01768 1.77042
C -2.08405 4.17845 2.49518
C -0.98759 4.80090 3.08049
C -3.44955 4.73653 2.56150
C -4.10826 5.13550 3.64765
C -3.68012 5.01599 5.05346
C -4.23718 5.84468 6.02156
C -3.80505 5.67676 7.32494
N -2.90348 4.75912 7.66157
C -2.44342 4.00972 6.66579
N -2.77900 4.08571 5.38549
H 1.13712 4.69705 3.37996
H 1.36088 2.59843 2.08141
H -2.67585 2.51915 1.28187
H -1.11843 5.72049 3.63594
H -3.94634 4.85138 1.60302
H -5.08110 5.59458 3.51117
H -4.97390 6.59314 5.76389
H -4.19156 6.29237 8.12920
H -1.71435 3.25150 6.92986
N -1.86724 4.24696 -2.96296
C -1.09809 3.41341 -2.76181
N -0.20234 2.50080 -2.43214
C 0.39319 1.58483 -2.99016
N 0.92146 0.58006 -3.36112

Its relative energy (zero: lowest compared OMol25 entry of this formula, charge and spin) is 90.13 kJ/mol. The frontier orbital gap is 0.3302 Eh. The total charge is +1. The calculation puts the electronic energy at -65467.3464 eV. For the HOMO energy, the calculation gives -11.08 eV. The calculation puts the LUMO energy at -2.09 eV.

Mulliken atomic charge list, values in e, 2 entries: atom 1 (Rb): 0.55, atom 2 (C): -0.83